1.
117
Properties=species:S:1:pos:R:3:lowdin_charge:R:1 method="wB97M-V/def2-TZVPD" homo_energy_ev=-9.86 e_above_lowest_kcal_mol=25.9 molar_mass_g_mol=1228.8 total_charge=+1 homo_lumo_gap_ev=6.32
C 1.06060 5.28676 -3.73180 -0.0339
C -5.75155 -1.70957 -2.74775 -0.1028
C 0.34624 -1.96407 1.87988 -0.0307
C -0.31579 -6.22961 6.40947 -0.0669
H -6.26723 -1.83957 0.60708 0.1010
C 3.92692 -3.87244 3.81764 -0.0923
C 0.53049 -1.39961 -5.22686 -0.1067
C 2.81867 4.90585 -0.85644 -0.1210
C -2.62693 3.24804 -0.72692 -0.4499
C -2.27897 -6.99240 5.11434 -0.0694
C -5.77192 -1.61626 -0.32740 -0.1155
C 3.67795 5.62750 -1.68098 -0.0090
C 0.79043 5.26199 -2.36798 -0.1508
H -4.05413 -0.78184 -3.68953 0.1313
N -1.63379 2.69642 -1.42499 -0.1250
H 5.53213 -2.44411 4.42838 0.1150
C 3.36240 -2.49757 4.02531 -0.2568
C -4.56560 -0.93499 -0.34731 -0.0080
C -0.00998 -0.07727 -7.15605 -0.0865
C 1.86843 3.03350 -2.21728 -0.4177
C 0.71172 -3.52420 3.68576 0.0654
C -0.57914 -4.00020 3.56223 -0.1252
H -1.15543 7.65405 -4.70757 0.1052
H -0.41289 -2.53950 -1.08044 0.0183
H 2.40341 -1.31028 -1.21718 0.0291
C -1.93610 2.42093 1.42867 -0.4499
H 0.72140 -2.09277 -7.24805 0.1012
C -0.46963 -2.28933 -2.13946 -0.1492
N -1.01901 -5.03624 4.42337 -0.0945
Si 0.38841 -0.69618 -2.55603 0.6042
H 3.64073 -4.39135 2.91224 0.1160
H -2.80888 -6.78939 6.04233 0.1373
C -3.95092 -0.64733 -1.55995 -0.1259
C -0.18197 6.11044 -1.85570 -0.0259
C 0.44000 -1.26752 -6.60599 -0.0890
N -0.20505 1.39493 2.14669 -0.0219
H 4.05726 -4.49893 4.68967 0.1044
H 4.57883 5.12396 2.02947 0.1057
C -0.36971 0.97317 -6.32323 -0.0689
H 5.50204 6.73027 -1.82868 0.1067
H -1.72638 -4.57650 6.35583 0.1401
O 3.53180 1.47496 0.96458 0.1437
H 2.55634 4.10727 1.12997 0.1103
H 3.43092 5.77679 -2.72366 0.1148
C 2.04880 -0.30200 1.35737 -0.0519
C 1.18290 -2.49217 2.86337 -0.0942
H 2.74978 0.03777 -2.31993 0.0383
C 2.82749 -0.88069 2.31180 0.0811
H 0.02937 -3.08595 -2.69923 0.0422
O 0.76271 2.17345 -2.32573 -0.2477
O -2.07194 0.31861 -2.67286 -0.0229
C 0.17581 -0.35032 -4.37207 -0.2680
H -4.10500 -0.60838 0.57717 0.1196
H -0.42642 6.09481 -0.80141 0.1163
C 3.16084 4.72346 0.47618 -0.0242
H -0.68536 -6.42746 7.41338 0.1384
C 1.52965 4.31095 -1.41837 -0.3141
H 0.69714 4.49554 0.35854 0.1135
H -3.15709 -5.20292 4.32235 0.1358
H 0.57796 6.14769 -5.63143 0.1068
H -1.61965 -1.99967 1.00807 0.1408
H -0.59611 1.67001 -4.32715 0.0644
H -0.08277 0.02967 -8.23098 0.1026
N -0.86141 -7.31027 5.50543 0.0562
N -2.82502 3.90919 -2.71707 -0.0172
O 2.88900 2.78811 -2.75330 0.2081
O 0.03455 -0.45254 0.15083 -0.2174
H 1.37652 -3.96002 4.41774 0.1111
F -2.68439 -3.82918 2.46179 0.0743
N -0.78983 1.87933 1.01457 -0.0837
H -0.73014 1.90271 -6.74606 0.1067
C 5.17316 6.00395 0.16631 -0.0804
C -6.34675 -2.00094 -1.53009 -0.6863
H -0.06128 -4.12032 6.06302 0.1295
W -0.17933 1.29318 -0.97309 1.9216
C 2.47963 0.95177 0.70922 -0.4992
N 2.46081 -1.96245 3.02237 0.0274
H -2.24562 -6.12864 3.13031 0.1375
C 0.36636 6.14837 -4.56995 -0.0610
H 3.12560 -2.18348 5.03433 0.1584
H -3.64689 3.46467 1.03255 0.1555
H 6.08315 6.43518 0.56345 0.1034
Br -7.98515 -2.94013 -1.50516 0.7564
C -4.54596 -1.02644 -2.75668 0.0080
H -1.64157 7.61395 -2.28013 0.1081
C -1.40127 -3.42852 2.56874 -0.1749
C -0.95746 -2.44599 1.74169 0.1088
N -0.96156 1.66895 3.13826 -0.0453
O -2.07825 0.35420 -0.50061 -0.1439
C -0.60281 6.99353 -4.05244 -0.0750
H -0.29533 -7.31614 4.65479 0.1833
N -2.83205 3.04961 0.61291 0.1770
C -0.80131 -4.88638 5.85624 -0.1230
C 0.79560 -0.85530 1.06355 -0.2801
H -2.71537 -7.87052 4.64619 0.1398
C -0.27957 0.84050 -4.94427 -0.0905
H -1.51649 -2.27006 -2.44470 0.0412
C 4.80232 -2.66510 3.66363 -0.0727
H 5.10329 -2.40100 2.65919 0.1160
H 2.58666 -1.60488 -2.95557 0.0454
H -0.78528 -8.22749 5.94272 0.1862
H 0.76758 -6.32751 6.39657 0.1351
C -0.87296 6.97299 -2.69159 -0.0676
O 1.64679 1.44682 -0.20102 -0.1830
C 4.32878 5.27748 0.98777 -0.0672
C 2.20380 -0.90049 -2.21048 -0.1628
H 0.89255 -2.34055 -4.82211 0.0930
N -2.08230 2.31338 2.73202 0.0611
C -2.64443 0.05358 -1.60656 -0.5737
O 0.66038 3.88875 -0.38702 -0.0566
H 3.79567 -0.45585 2.54172 0.1608
N -1.78483 3.18514 -2.70805 0.0020
H 1.79911 4.61814 -4.15955 0.1189
H -6.22525 -2.00848 -3.67212 0.1068
N -3.37383 4.02030 -1.47234 0.0796
C 4.84605 6.17051 -1.17460 -0.0626
C -2.24791 -5.78579 4.16191 -0.1261

***

2.
15
Properties=species:S:1:pos:R:3:lowdin_charge:R:1 method="wB97M-V/def2-TZVPD" homo_energy_ev="-8.20 / -8.20" e_above_lowest_kcal_mol=113.0 molar_mass_g_mol=100.1 homo_lumo_gap_ev="8.15 / 8.15"
H 1.69419 -0.17948 -0.52691 0.0390
C 0.44705 1.57701 0.31307 -0.2189
H -0.07611 -0.50747 1.48748 0.0859
C -0.68299 0.25218 0.99692 -0.2290
H -0.75766 -0.17444 -0.20396 0.0911
H -2.39803 1.47735 1.22728 0.0636
H 0.42818 -2.24046 -2.38327 0.1337
O -0.66198 -0.85072 -1.41866 -0.0387
H 2.39066 -1.65475 -1.36278 0.1019
H -2.02835 0.37890 2.64924 0.0569
N 1.57499 -1.13290 -1.08022 0.1335
H -0.15759 2.47816 0.31304 0.0934
N 1.57032 1.29085 0.01165 0.0399
C 0.43069 -1.40891 -1.66826 -0.3478
C -1.77337 0.69470 1.64538 -0.0045

***

3.
9
Properties=species:S:1:pos:R:3:lowdin_charge:R:1 method="wB97M-V/def2-TZVPD" homo_energy_ev=-9.10 e_above_lowest_kcal_mol=70.5 molar_mass_g_mol=42.1 homo_lumo_gap_ev=10.32
H -1.58572 -0.12200 -1.06444 -0.0615
H 0.46612 0.85489 1.32479 0.0188
C 1.56618 -0.07321 -0.33227 -0.1001
H 1.59159 -0.68354 -1.24402 0.0516
C 0.56433 0.23115 0.48046 -0.0482
C -1.53559 -0.14681 -0.08055 0.0399
H -1.88687 0.66144 0.62599 0.0326
H 2.50715 0.44412 -0.02680 0.0532
H -1.68718 -1.16604 0.31685 0.0137

***

4.
41
Properties=species:S:1:pos:R:3:lowdin_charge:R:1 method="wB97M-V/def2-TZVPD" homo_energy_ev=-8.62 e_above_lowest_kcal_mol=172.3 molar_mass_g_mol=310.4 homo_lumo_gap_ev=7.50
C -1.94981 1.60109 3.21076 -0.1597
C 1.06435 -0.78755 -0.97294 -0.1837
H 0.95398 1.40500 -1.08996 0.1480
C -2.09889 0.19538 1.24207 0.0126
H -2.51955 -0.45928 3.28359 0.1179
H -2.74186 2.16309 -2.34347 0.1061
H -1.54834 3.16614 -1.53904 0.0697
H 2.53781 -5.24634 0.43340 0.0737
H 2.48308 1.63723 -3.58350 0.0982
C -2.24370 0.35308 2.62521 0.0263
N -1.93772 1.69722 4.63864 -0.3153
C 1.57100 -3.17548 -1.02038 -0.0379
H 1.20684 1.16594 -4.71204 0.0979
H 3.71977 -4.25442 1.29949 0.0832
C -1.60536 -0.23936 -1.51505 -0.2779
H -1.10643 3.36603 0.43044 0.1042
C 2.66299 -4.32360 1.00725 -0.0573
C 2.16319 -3.12442 0.24247 -0.2783
O -2.30219 0.70001 5.31294 0.0452
C 1.38766 1.51898 -3.69140 -0.0319
H -1.07795 2.11090 -2.90095 0.0651
C -1.68960 2.18889 -1.99776 -0.0150
C 0.55520 0.48595 -1.57609 -0.1893
N -1.94928 -1.27693 -1.96357 0.1974
C 1.10364 -2.03067 -1.65842 -0.0183
C -1.31205 1.06123 -1.04332 -0.2730
C -1.64290 1.24797 0.39023 -0.1378
O 0.82603 0.45409 -2.88901 -0.1310
H 1.44548 -4.18261 -1.46238 0.1204
H -2.31410 -0.78855 0.84958 0.1094
O -1.60429 2.76520 5.20527 0.0514
H 2.09099 -4.41750 1.93921 0.0842
C 1.75823 -0.71580 0.24083 -0.0276
C -1.52180 2.68268 2.41502 0.0159
H 0.72332 -2.12434 -2.68284 0.1172
H 1.89372 0.28094 0.67714 0.1157
C -1.44175 2.51675 1.02795 -0.0060
H -1.22404 3.61483 2.90859 0.1232
H 0.88957 2.49425 -3.52011 0.0868
H 2.58014 -1.85341 1.90599 0.1146
C 2.21462 -1.87263 0.87616 -0.0443